# C3H9NO

2 unconnected molecules or ions with the total composition C3H9NO (ωB97M-V/def2-TZVPD, OMol25).

```
14
Properties=species:S:1:pos:R:3:nbo_charge:R:1
C -1.74 0.51 -0.75 -0.682
C 1.88 0.62 1.02 -0.461
C -1.52 -0.92 -0.60 -0.268
N 1.45 -0.72 0.46 -0.138
O 0.43 -1.33 0.83 -0.350
H -1.38 1.07 0.08 0.212
H -1.16 1.03 -1.69 0.190
H -2.81 0.76 -0.92 0.216
H 2.11 0.56 2.08 0.209
H 2.89 0.90 0.50 0.199
H 1.12 1.38 0.79 0.207
H -0.93 -1.29 -1.39 0.162
H -2.32 -1.54 -0.13 0.179
H 1.99 -1.03 -0.29 0.326
```

## Properties
**Energy above the lowest of the compared OMol25 structures with the same formula, charge and spin**: 5.697 eV
**Max |F|**: 0.07503 hartree/bohr
**Electronic energy**: -6789.359 eV
**Orbital gap (spin up / spin down)**: 0.307 / 0.334 Ha

=====

# C21H53AsF6N8O6P

A molecular structure, C21H53AsF6N8O6P (ωB97M-V/def2-TZVPD, OMol25).

```
96
Properties=species:S:1:pos:R:3:mulliken_spin:R:1
As -0.53 1.14 -2.09 0.017
F 1.13 0.43 -2.17 -0.013
F 0.24 2.68 -1.75 0.047
F -2.19 1.82 -2.08 -0.022
F -1.30 -0.46 -2.31 0.046
F -0.69 0.87 -0.29 0.086
F -0.41 1.43 -3.91 0.144
C -2.51 5.38 0.63 0.055
O -3.52 6.03 0.86 -0.021
N -1.70 4.82 1.56 -0.179
C -0.61 3.87 1.25 0.036
C -1.96 4.96 2.92 0.099
H -2.18 5.12 -0.39 0.033
H 0.29 4.22 1.77 0.014
H -0.41 3.95 0.19 0.112
H -1.02 2.92 1.59 0.037
H -2.73 5.71 3.09 0.010
H -2.39 4.04 3.32 -0.027
H -1.23 5.26 3.68 -0.009
C 4.82 1.08 2.37 0.090
O 5.86 0.75 1.80 -0.062
N 3.70 1.28 1.66 -0.133
C 3.53 0.92 0.23 0.152
C 2.49 1.79 2.38 -0.031
H 4.66 1.29 3.44 0.032
H 4.36 0.50 -0.33 0.004
H 3.10 1.71 -0.39 -0.002
H 2.80 0.12 0.15 0.003
H 1.97 2.43 1.67 0.104
H 1.72 1.04 2.59 0.015
H 2.77 2.33 3.28 -0.080
C -2.83 6.09 -2.92 0.018
O -2.37 7.20 -2.68 -0.013
N -2.10 5.13 -3.51 -0.097
C -0.68 5.39 -3.98 0.071
C -2.79 3.92 -3.87 0.107
H -3.87 5.84 -2.68 0.013
H -0.61 5.55 -5.06 0.000
H 0.00 4.56 -3.75 0.000
H -0.23 6.30 -3.58 0.003
H -3.44 3.61 -3.05 -0.022
H -3.36 4.12 -4.78 0.003
H -2.09 3.11 -4.10 -0.006
C -1.32 -0.19 -8.40 0.034
O -1.06 0.33 -9.40 -0.021
N -1.31 0.39 -7.16 -0.101
C -0.68 1.71 -7.03 -0.006
C -1.67 -0.36 -5.95 0.075
H -1.61 -1.24 -8.28 0.017
H -0.95 2.35 -7.86 -0.013
H 0.40 1.67 -6.93 -0.004
H -0.96 2.19 -6.09 0.096
H -2.51 0.15 -5.48 0.020
H -1.91 -1.41 -6.06 -0.017
H -0.86 -0.43 -5.22 0.061
C -0.87 -4.43 -1.36 0.090
O -1.12 -4.99 -0.31 -0.043
N 0.41 -4.05 -1.62 -0.102
C 0.52 -2.91 -2.49 0.093
C 1.50 -4.26 -0.68 0.026
H -1.52 -4.09 -2.18 0.020
H 1.24 -3.07 -3.29 -0.043
H 0.84 -1.99 -1.99 0.008
H -0.39 -2.65 -3.01 0.027
H 1.88 -3.35 -0.22 0.017
H 1.30 -4.97 0.12 0.013
H 2.38 -4.75 -1.09 -0.010
O -0.42 -4.88 2.67 0.019
P 0.18 -3.96 3.66 -0.047
N 1.61 -4.59 4.36 -0.069
C 1.58 -5.88 5.12 0.034
C 2.85 -4.33 3.66 0.031
N -0.88 -3.62 5.03 -0.112
C -0.44 -2.62 6.04 0.126
C -2.35 -3.93 5.13 0.045
N 0.58 -2.43 3.08 -0.024
C 0.11 -2.00 1.71 0.090
C 1.51 -1.53 3.79 -0.030
H 1.55 -6.81 4.55 0.002
H 0.75 -5.87 5.83 0.009
H 2.51 -6.11 5.64 -0.003
H 3.62 -5.10 3.79 0.001
H 3.22 -3.38 4.03 -0.005
H 2.61 -4.23 2.60 0.015
H 0.61 -2.63 6.32 0.000
H -0.72 -1.62 5.70 0.014
H -0.93 -2.82 7.00 -0.023
H -2.60 -3.95 6.19 -0.008
H -2.92 -3.08 4.76 -0.009
H -2.61 -4.83 4.57 0.014
H 0.93 -1.63 1.09 -0.020
H -0.34 -2.85 1.18 0.006
H -0.63 -1.21 1.78 -0.001
H 1.08 -0.53 3.84 0.028
H 2.48 -1.60 3.30 0.060
H 1.67 -1.88 4.81 -0.012
```

## Properties
**Max |F|**: 0.12345 hartree/bohr
**Electronic energy**: -133278.270 eV
**Total charge**: -2
**Multiplicity**: 2
**Orbital gap (spin up / spin down)**: 0.060 / 0.302 Ha
**⟨S²⟩**: 0.75